[1]
Entry from OMol25: a structure of composition C38H41N11O5V in a non-equilibrium geometry (ωB97M-V/def2-TZVPD).

Output
- LUMO (alpha / beta) (eV) = -7.1 / -6.7
- <S²> = 0.760
- HOMO (alpha / beta) (eV) = -13.6 / -13.6
- frontier orbital gap (alpha / beta) (eV) = 6.46 / 6.89

```
! wB97M-V def2-TZVPD RIJCOSX def2/J DEFGRID3
* xyz 2 2
V -0.39 0.19 0.44
O -1.60 -5.46 -2.32
O -0.47 1.71 -0.20
O -1.20 3.36 -5.79
O -0.64 4.46 -3.95
O -0.43 3.65 -1.30
N -3.10 -3.75 -2.39
N 3.70 0.18 1.23
N 1.49 0.07 0.49
N -0.54 -1.80 0.39
N -4.64 0.44 -0.24
N -1.30 -0.09 -3.59
N -2.56 0.20 0.20
N 2.00 0.17 2.76
N -4.49 -0.73 0.39
N -1.02 0.36 -2.37
N -3.25 -0.87 0.65
C -2.03 -4.43 -1.87
C 2.35 -0.73 -3.04
C 2.84 0.49 -3.48
C -0.03 -2.57 1.36
C 5.92 -0.25 2.08
C -1.77 0.81 4.42
C 1.97 0.22 -0.86
C -1.02 2.07 -3.86
C 0.69 0.33 3.26
C -1.36 -3.77 -0.69
C 2.58 2.66 -0.37
C -5.23 0.26 -3.13
C 0.58 0.29 4.66
C 2.91 1.57 -2.60
C -6.78 -1.28 -1.84
C -0.67 0.53 5.22
C -6.34 0.17 -2.08
C 6.04 -1.42 1.14
C -0.96 3.37 -4.61
C -0.41 0.54 2.43
C 6.87 1.20 3.77
C 4.75 0.51 2.13
C 5.71 1.95 3.81
C 1.77 0.00 5.54
C 4.64 1.61 2.99
C -3.44 1.01 -0.34
C -5.92 0.89 -0.77
C 2.48 1.46 -1.28
C -0.78 -4.56 0.29
C 1.92 -0.87 -1.73
C 6.97 0.11 2.92
C -0.85 1.67 -2.51
C -1.20 -2.40 -0.61
C 2.39 0.17 1.48
C -0.54 2.46 -1.30
C -1.64 0.81 3.04
C -1.30 0.89 -4.51
C -0.12 -3.94 1.35
H 3.18 0.61 -4.50
H 7.88 -0.47 2.89
H -1.46 -1.07 -3.75
H 2.30 -1.57 -3.71
H -1.58 -1.76 -1.39
H 7.71 1.47 4.39
H 3.31 2.51 -2.95
H 5.63 2.81 4.45
H -3.62 -4.24 -3.10
H 2.48 0.83 5.53
H -5.56 -0.21 -4.06
H -6.00 -1.87 -1.38
H -0.48 4.33 -3.01
H -0.79 0.50 6.29
H 3.75 2.22 2.98
H 1.44 -0.13 6.57
H 2.74 0.19 3.44
H 1.88 2.61 0.46
H -5.81 1.96 -0.97
H -1.51 0.72 -5.56
H 3.59 2.75 0.04
H 1.57 -1.82 -1.37
H 5.21 -2.11 1.25
H -4.32 -0.25 -2.81
H -2.73 1.02 4.87
H -4.99 1.30 -3.36
H 0.32 -4.52 2.14
H 0.49 -2.07 2.17
H 2.38 3.57 -0.93
H -3.62 -3.11 -1.81
H -7.65 -1.31 -1.19
H -7.06 -1.74 -2.79
H -6.68 0.75 0.00
H 2.28 -0.91 5.24
H -3.26 1.98 -0.78
H -0.84 -5.64 0.21
H -7.20 0.72 -2.45
H -2.51 1.05 2.45
H 6.96 -1.96 1.32
H 3.97 0.00 0.27
H 6.06 -1.08 0.10
*
```

[2]
Entry from OMol25: a cluster of 3 separate species, C4H12O4 in total in a non-equilibrium geometry (ωB97M-V/def2-TZVPD).

Output
- LUMO (eV) = 6.6
- HOMO (eV) = 0.4
- frontier orbital gap (eV) = 6.23

```
! wB97M-V def2-TZVPD RIJCOSX def2/J DEFGRID3
* xyz -2 1
O -2.25 1.23 3.24
O -0.67 -1.56 -2.62
O 1.33 -0.67 -1.44
O 2.20 0.96 -3.14
C -0.04 -0.55 0.63
C -1.99 0.50 2.13
C -0.47 0.57 1.69
C 1.14 -0.03 -0.17
H -1.00 -2.01 -1.83
H 0.26 0.63 2.51
H 0.99 1.03 -0.43
H -0.36 1.52 1.17
H -2.58 0.79 1.22
H -2.23 -0.57 2.41
H 2.01 -0.31 0.44
H 0.22 -1.05 -2.12
H 2.22 1.58 -2.40
H 1.87 0.13 -2.53
H -0.85 -0.81 -0.03
H 0.20 -1.40 1.27
*
```

[3]
Entry from OMol25: a structure of composition C32H46Cl2FN3OSiV in a non-equilibrium geometry (ωB97M-V/def2-TZVPD).

Output
- LUMO (alpha / beta) (eV) = -3.6 / -3.3
- <S²> = 2.019
- HOMO (alpha / beta) (eV) = -10.3 / -10.6
- frontier orbital gap (alpha / beta) (eV) = 6.74 / 7.31

```
! wB97M-V def2-TZVPD RIJCOSX def2/J DEFGRID3
* xyz 1 3
V 0.58 -1.70 1.09
Cl 1.80 -5.53 -1.04
Cl 1.12 -4.09 1.46
Si -2.48 -3.05 -0.18
F -1.05 1.17 0.53
O -3.44 4.40 -2.26
N -0.33 -1.27 2.88
N 1.54 -0.30 0.36
N -1.33 -2.27 1.02
C 1.41 -0.62 -2.67
C 0.19 1.77 0.60
C 1.66 0.60 -3.57
C 4.99 -1.55 -1.81
C -3.35 -1.63 -1.05
C 2.71 -0.85 -0.31
C -4.35 4.92 -1.26
C -5.40 5.78 -1.97
C 3.62 -1.71 2.71
C 2.54 -4.70 0.25
C -2.63 0.24 3.45
C 2.34 1.91 -0.35
C -1.48 -4.05 -1.44
C -5.58 4.92 -3.20
C 4.04 0.70 2.15
C 1.25 3.89 0.50
C 4.25 -0.74 1.75
C -1.45 0.43 4.19
C 0.12 3.13 0.87
C -0.36 -0.41 3.92
C 2.65 -0.91 -1.74
C 0.70 -0.55 4.96
C -2.67 -0.73 2.49
C -4.23 4.26 -3.47
C 0.05 -0.58 -2.06
C -1.53 -1.51 2.17
C 5.08 -1.55 -0.43
C 1.34 1.08 0.21
C 3.80 -1.16 -2.44
C -3.48 -4.31 0.88
C 2.30 3.29 -0.12
C 3.96 -1.05 0.30
H -2.87 -0.69 -0.84
H -1.40 1.21 4.94
H -3.42 1.02 3.43
H -0.06 -1.40 -1.27
H 3.20 1.55 -0.94
H 5.84 -1.89 -2.41
H -4.52 -4.33 0.45
H 2.52 -1.86 2.60
H -4.43 -1.66 -0.89
H -3.11 -1.74 -2.15
H 1.19 4.97 0.64
H 5.34 -1.00 1.82
H 3.76 -1.04 -3.53
H -6.31 4.07 -3.02
H -4.97 6.70 -2.32
H 4.58 1.27 1.34
H 4.52 0.77 3.16
H 3.05 -3.81 -0.07
H -3.81 5.54 -0.53
H -2.82 -5.26 0.75
H 3.72 -1.34 3.70
H 6.01 -1.83 0.10
H 1.41 0.29 4.97
H -6.29 6.02 -1.35
H 3.14 3.90 -0.51
H -1.51 -3.65 -2.51
H 1.22 -1.52 4.94
H 2.24 0.33 -4.49
H 4.04 -2.68 2.56
H -3.62 -0.93 2.00
H -3.62 -4.08 1.98
H -0.32 0.33 -1.61
H -4.79 4.03 -0.74
H -0.64 -0.82 -2.87
H -0.41 -4.19 -1.08
H 1.46 -1.41 -3.40
H -3.60 4.71 -4.27
H -4.38 3.19 -3.68
H -1.96 -5.02 -1.51
H 0.69 0.93 -3.92
H 0.18 -0.41 5.92
H 2.96 0.89 2.26
H -0.71 3.65 1.29
H 3.25 -5.29 0.81
H -5.92 5.48 -4.06
H 2.25 1.36 -3.04
*
```

[4]
Entry from OMol25: a structure of composition C4H11CsNO9S2 in a non-equilibrium geometry (ωB97M-V/def2-TZVPD).

Output
- LUMO (eV) = 5.4
- HOMO (eV) = 2.4
- frontier orbital gap (eV) = 3.00

```
! wB97M-V def2-TZVPD RIJCOSX def2/J DEFGRID3
* xyz -3 1
Cs -4.99 13.07 -11.54
S -3.30 9.69 -11.17
S -1.75 14.71 -10.41
O -3.46 10.36 -9.85
O -4.36 10.31 -12.07
O -1.93 11.21 -17.39
O -1.00 15.79 -9.68
O -3.15 14.64 -9.87
O -3.59 8.23 -11.06
O -1.79 15.03 -11.87
O -1.11 13.40 -10.20
O -1.98 9.92 -11.77
N -3.07 11.83 -13.95
C -0.67 11.33 -17.94
C -2.01 11.82 -16.09
C -3.11 11.22 -15.27
C -4.47 11.42 -15.89
H -2.24 12.89 -16.22
H 0.09 10.73 -17.41
H -0.68 10.97 -18.98
H -2.13 11.71 -13.56
H -3.63 11.23 -13.30
H -0.30 12.37 -17.96
H -5.25 11.32 -15.14
H -4.68 10.72 -16.72
H -2.93 10.13 -15.18
H -1.06 11.75 -15.56
H -4.54 12.43 -16.31
*
```

[5]
Entry from OMol25: a cluster of 3 separate species, C4H12NO2 in total in a non-equilibrium geometry (ωB97M-V/def2-TZVPD).

Output
- LUMO (eV) = -9.8
- HOMO (eV) = -13.0
- frontier orbital gap (eV) = 3.23

```
! wB97M-V def2-TZVPD RIJCOSX def2/J DEFGRID3
* xyz 1 1
O 1.88 0.90 0.26
O -0.74 1.22 0.36
N -0.53 -0.61 -1.95
C 0.53 -2.00 -0.22
C -1.17 2.19 2.44
C 0.45 -1.69 -1.73
C -1.56 1.68 1.15
H 2.43 1.56 0.68
H 1.42 -1.41 -2.12
H 0.96 1.10 0.42
H -0.54 -0.35 -2.93
H -2.62 1.65 0.84
H -0.31 0.20 -1.39
H -1.91 2.12 3.23
H 0.46 -3.05 0.00
H -0.09 2.15 2.66
H -0.18 -1.41 0.36
H 1.50 -1.67 0.19
H 0.03 -2.55 -2.25
*
```

[6]
Entry from OMol25: a structure of composition C22H33AuF2NO2SSi2 in a non-equilibrium geometry (ωB97M-V/def2-TZVPD).

Output
- LUMO (alpha / beta) (eV) = 2.3 / 2.3
- <S²> = 2.016
- HOMO (alpha / beta) (eV) = -2.4 / -4.4
- frontier orbital gap (alpha / beta) (eV) = 4.70 / 6.68

```
! wB97M-V def2-TZVPD RIJCOSX def2/J DEFGRID3
* xyz -1 3
Au 0.17 -0.04 0.06
S 1.67 2.94 -0.33
Si -2.42 -1.49 -1.39
Si -2.60 1.59 -0.84
F 4.70 -0.10 3.07
F 5.33 -0.02 -1.55
O 0.46 -2.05 0.04
O 0.41 2.20 0.08
N 0.45 0.00 2.59
C 1.49 5.08 1.29
C 1.13 4.66 -0.13
C 2.17 0.00 4.22
C -1.40 -1.35 -2.97
C 1.23 0.01 5.22
C -2.50 2.90 0.48
C 2.74 3.01 1.13
C 4.99 -0.06 0.79
C -0.13 0.01 4.91
C 1.78 -0.01 2.85
C 2.23 -0.04 0.37
C 4.46 -0.04 -0.50
C -4.45 1.76 -1.27
C -2.18 -0.08 -0.23
C -4.26 -1.63 -1.89
C -0.44 0.01 3.56
C 4.10 -0.07 1.83
C 2.69 -0.05 1.73
C 2.87 4.48 1.55
C -1.68 2.07 -2.42
C 3.11 -0.05 -0.71
C -2.21 -3.18 -0.63
H 3.22 -0.01 4.48
H -3.19 2.61 1.28
H -1.84 3.14 -2.63
H -1.52 3.03 0.92
H 2.73 -0.06 -1.73
H 3.67 2.50 0.89
H 3.62 4.99 0.94
H -1.20 -3.41 -0.27
H -2.85 3.86 0.09
H -0.62 1.88 -2.35
H -1.77 -0.56 -3.62
H -0.36 -1.16 -2.73
H 3.17 4.56 2.59
H 0.77 4.66 1.99
H -4.86 -1.72 -0.99
H 1.48 6.17 1.40
H 1.67 5.25 -0.87
H -4.44 -2.52 -2.52
H -0.90 0.02 5.67
H 0.07 4.68 -0.36
H -2.90 -3.28 0.21
H -4.61 -0.76 -2.45
H -4.72 2.79 -1.56
H -2.07 1.51 -3.27
H 1.56 0.02 6.25
H -2.48 -3.93 -1.38
H -1.47 0.01 3.24
H -4.75 1.11 -2.09
H 6.05 -0.07 0.98
H -5.05 1.49 -0.40
H 2.22 2.43 1.89
H -2.60 -0.27 0.75
H -1.46 -2.29 -3.52
*
```

[7]
Entry from OMol25: a structure of composition C40H57N6O4SiZr (ωB97M-V/def2-TZVPD).

Output
- LUMO (eV) = -3.1
- HOMO (eV) = -9.9
- frontier orbital gap (eV) = 6.81

```
! wB97M-V def2-TZVPD RIJCOSX def2/J DEFGRID3
* xyz 1 1
Zr -0.63 -0.49 0.49
Si 1.28 0.97 -1.57
O 1.29 2.31 -2.47
O -0.17 0.29 -1.28
O 1.81 1.19 0.00
O 2.33 -0.06 -2.29
N -1.12 -2.50 1.48
N -2.41 -1.16 -0.56
N 3.34 -6.80 -0.98
N -0.04 -0.38 2.57
N 1.22 -2.01 0.18
N -2.13 1.04 0.73
C -0.40 -1.38 3.41
C -2.29 2.57 2.72
C -4.70 -0.77 -1.15
C 3.99 2.08 -0.78
C 3.25 0.93 -4.33
C 1.40 -0.76 -4.42
C 1.63 -3.76 -1.40
C 3.83 0.27 0.94
C 1.88 -2.71 1.11
C -0.49 3.62 -1.44
C -1.57 -3.72 0.82
C 3.10 2.61 1.46
C -0.37 1.58 4.14
C 0.55 0.82 3.16
C 0.44 3.47 -2.64
C -3.21 0.99 -0.07
C -1.37 -3.11 5.92
C -2.77 -3.55 -0.10
C -1.87 1.58 3.80
C -1.71 2.31 1.33
C 0.09 -1.48 4.71
C -2.23 -3.47 4.89
C -0.36 3.26 -3.91
C -2.49 -2.49 -1.15
C 2.66 -0.31 -3.67
C 2.90 -5.77 -0.74
C 3.18 1.53 0.39
C -5.95 1.32 -1.74
C -5.12 2.26 -1.19
C -3.45 -0.34 -0.64
C 1.12 -2.53 -1.04
C -0.30 -2.26 5.80
C -3.98 2.10 -0.40
C 1.36 4.67 -2.76
C -5.78 -0.06 -1.64
C 2.46 -3.93 0.85
C -2.15 -3.20 3.55
C 3.70 -1.42 -3.65
C 2.33 -4.47 -0.43
C -1.23 -2.42 2.80
H -3.20 -2.52 -1.96
H -2.43 1.80 4.71
H -2.93 -3.65 2.95
H -0.98 2.36 -3.82
H -0.62 2.32 1.38
H 3.00 -4.46 1.62
H -2.19 0.58 3.51
H -5.43 3.29 -1.33
H -6.84 1.67 -2.26
H 1.93 -2.27 2.10
H -2.98 -4.51 -0.59
H 1.49 0.59 3.66
H 4.99 2.32 -0.43
H 3.58 0.67 -5.33
H 3.97 -1.71 -4.67
H 4.60 -1.07 -3.14
H -3.66 -3.27 0.47
H 0.84 1.46 2.34
H -1.97 3.15 0.70
H -3.07 -4.10 5.18
H 0.79 5.57 -2.99
H 2.51 1.73 -4.39
H -1.00 4.12 -4.11
H 1.91 4.84 -1.83
H 0.09 3.70 -0.52
H 3.33 -2.29 -3.13
H -4.82 -1.84 -1.20
H -0.25 1.17 5.14
H -1.76 -4.50 1.55
H -0.74 -4.08 0.21
H -6.59 -0.67 -2.02
H -1.52 -2.71 -1.60
H -3.38 2.59 2.64
H -1.15 2.76 -1.37
H -1.98 3.58 3.02
H 1.59 -0.82 -5.49
H 1.51 -4.15 -2.40
H 3.90 -0.49 0.16
H 2.76 2.23 2.42
H 0.58 -0.04 -4.27
H 3.53 2.99 -1.18
H 1.06 -1.74 -4.08
H 2.08 4.50 -3.56
H -3.62 3.04 0.01
H 0.32 3.12 -4.76
H -1.56 -3.53 6.90
H 0.62 -1.92 -1.77
H 4.08 3.05 1.61
H 2.42 3.41 1.14
H 3.24 -0.12 1.77
H 0.92 -0.81 4.92
H -0.01 2.61 4.19
H 4.08 1.36 -1.59
H 4.11 1.29 -3.76
H 4.83 0.49 1.31
H 0.30 -2.12 6.69
H -1.10 4.52 -1.54
*
```

[8]
Entry from OMol25: a structure of composition C13H15PSe2Sn in a non-equilibrium geometry (ωB97M-V/def2-TZVPD).

Output
- LUMO (alpha / beta) (eV) = -11.6 / -11.7
- HOMO (alpha / beta) (eV) = -14.5 / -14.5
- frontier orbital gap (alpha / beta) (eV) = 2.85 / 2.83

```
! wB97M-V def2-TZVPD RIJCOSX def2/J DEFGRID3
* xyz 2 1
Sn -0.79 -2.46 -2.61
Se 1.43 -1.50 -1.64
Se -1.43 0.11 -1.68
P 0.10 -0.25 -0.18
C -1.51 -1.65 1.61
C 0.97 3.68 0.83
C -0.21 -1.51 1.12
C 0.53 1.25 0.81
C 0.62 1.30 2.22
C 0.91 2.48 2.90
C 0.48 -3.46 2.42
C -0.32 0.62 -5.74
C -1.81 -2.66 2.52
C 1.08 3.68 2.22
C -0.84 -3.58 2.94
C 0.81 -2.42 1.53
C 0.67 2.49 0.14
H -2.29 -0.99 1.26
H 0.58 2.57 -0.95
H 0.67 0.14 -5.75
H 0.50 0.41 2.79
H 1.26 -4.23 2.68
H 1.31 4.60 2.77
H 1.11 4.63 0.30
H -1.26 1.49 -7.15
H 0.02 1.62 -6.10
H 0.98 2.48 3.97
H -1.05 -4.44 3.59
H 1.84 -2.37 1.10
H -2.82 -2.81 2.88
H -0.48 0.84 -4.64
H -1.07 -0.09 -6.17
*
```

What did the first record say?
Entry from OMol25: a structure of composition C38H41N11O5V in a non-equilibrium geometry (ωB97M-V/def2-TZVPD).

Output
- LUMO (alpha / beta) (eV) = -7.1 / -6.7
- <S²> = 0.760
- HOMO (alpha / beta) (eV) = -13.6 / -13.6
- frontier orbital gap (alpha / beta) (eV) = 6.46 / 6.89

```
! wB97M-V def2-TZVPD RIJCOSX def2/J DEFGRID3
* xyz 2 2
V -0.39 0.19 0.44
O -1.60 -5.46 -2.32
O -0.47 1.71 -0.20
O -1.20 3.36 -5.79
O -0.64 4.46 -3.95
O -0.43 3.65 -1.30
N -3.10 -3.75 -2.39
N 3.70 0.18 1.23
N 1.49 0.07 0.49
N -0.54 -1.80 0.39
N -4.64 0.44 -0.24
N -1.30 -0.09 -3.59
N -2.56 0.20 0.20
N 2.00 0.17 2.76
N -4.49 -0.73 0.39
N -1.02 0.36 -2.37
N -3.25 -0.87 0.65
C -2.03 -4.43 -1.87
C 2.35 -0.73 -3.04
C 2.84 0.49 -3.48
C -0.03 -2.57 1.36
C 5.92 -0.25 2.08
C -1.77 0.81 4.42
C 1.97 0.22 -0.86
C -1.02 2.07 -3.86
C 0.69 0.33 3.26
C -1.36 -3.77 -0.69
C 2.58 2.66 -0.37
C -5.23 0.26 -3.13
C 0.58 0.29 4.66
C 2.91 1.57 -2.60
C -6.78 -1.28 -1.84
C -0.67 0.53 5.22
C -6.34 0.17 -2.08
C 6.04 -1.42 1.14
C -0.96 3.37 -4.61
C -0.41 0.54 2.43
C 6.87 1.20 3.77
C 4.75 0.51 2.13
C 5.71 1.95 3.81
C 1.77 0.00 5.54
C 4.64 1.61 2.99
C -3.44 1.01 -0.34
C -5.92 0.89 -0.77
C 2.48 1.46 -1.28
C -0.78 -4.56 0.29
C 1.92 -0.87 -1.73
C 6.97 0.11 2.92
C -0.85 1.67 -2.51
C -1.20 -2.40 -0.61
C 2.39 0.17 1.48
C -0.54 2.46 -1.30
C -1.64 0.81 3.04
C -1.30 0.89 -4.51
C -0.12 -3.94 1.35
H 3.18 0.61 -4.50
H 7.88 -0.47 2.89
H -1.46 -1.07 -3.75
H 2.30 -1.57 -3.71
H -1.58 -1.76 -1.39
H 7.71 1.47 4.39
H 3.31 2.51 -2.95
H 5.63 2.81 4.45
H -3.62 -4.24 -3.10
H 2.48 0.83 5.53
H -5.56 -0.21 -4.06
H -6.00 -1.87 -1.38
H -0.48 4.33 -3.01
H -0.79 0.50 6.29
H 3.75 2.22 2.98
H 1.44 -0.13 6.57
H 2.74 0.19 3.44
H 1.88 2.61 0.46
H -5.81 1.96 -0.97
H -1.51 0.72 -5.56
H 3.59 2.75 0.04
H 1.57 -1.82 -1.37
H 5.21 -2.11 1.25
H -4.32 -0.25 -2.81
H -2.73 1.02 4.87
H -4.99 1.30 -3.36
H 0.32 -4.52 2.14
H 0.49 -2.07 2.17
H 2.38 3.57 -0.93
H -3.62 -3.11 -1.81
H -7.65 -1.31 -1.19
H -7.06 -1.74 -2.79
H -6.68 0.75 0.00
H 2.28 -0.91 5.24
H -3.26 1.98 -0.78
H -0.84 -5.64 0.21
H -7.20 0.72 -2.45
H -2.51 1.05 2.45
H 6.96 -1.96 1.32
H 3.97 0.00 0.27
H 6.06 -1.08 0.10
*
```